The following is a quantum chemistry calculation of a molecular structure, C4H10F4KN2O10S4 in a non-equilibrium geometry, from the Open Molecules 2025 dataset.

Geometry as XYZ:
```
35
C4H10F4KN2O10S4 ωB97M-V/def2-TZVPD
K 0.426 0.045 2.078
N -3.123 -3.744 3.732
S -3.564 -4.251 5.089
O -3.408 -5.677 5.245
O -4.607 -3.601 5.914
F -2.223 -3.710 5.894
S -4.742 -3.667 3.206
O -5.288 -2.330 2.991
O -5.676 -4.784 3.353
F -4.293 -3.945 1.659
N 2.568 -2.995 -1.441
S 2.243 -3.362 -3.078
O 2.435 -4.710 -3.602
O 2.369 -2.221 -4.003
F 0.640 -3.514 -2.969
S 4.039 -3.073 -1.535
O 4.721 -1.908 -2.056
O 4.521 -4.416 -1.801
F 4.193 -2.965 0.109
C 3.060 4.358 0.213
O 1.793 4.044 -0.234
C 1.123 4.945 -1.114
C 0.011 4.268 -2.050
O -1.060 3.808 -1.192
C -2.063 2.854 -1.809
H 3.749 4.694 -0.562
H 3.410 3.464 0.728
H 2.884 5.131 0.961
H 1.865 5.275 -1.841
H 0.748 5.750 -0.483
H 0.475 3.421 -2.556
H -0.269 5.002 -2.806
H -1.503 2.056 -2.295
H -2.640 3.400 -2.555
H -2.812 2.358 -1.192
```

- total charge = -1
- relative energy (zero: lowest compared OMol25 entry of this formula, charge and spin) (kcal/mol) = 118.8
- multiplicity = 1
- lowest unoccupied orbital energy (Eh) = -0.0119
- gap between HOMO and LUMO (eV) = 6.931